Formula: C24H39BCaN9O4SSbSe4
Source: the OMol25 dataset
Level of theory: the ωB97M-V functional and the def2-TZVPD basis

Positions of all 84 atoms, in Å:
Ca -0.538 0.088 0.723
C 0.769 1.102 5.148
C 0.137 1.060 3.790
N 0.730 1.179 2.674
C 2.128 1.553 2.534
C 2.219 3.048 2.150
N 1.427 3.512 1.017
C 1.723 2.842 -0.251
C 0.548 2.908 -1.211
N -0.532 2.017 -0.767
C -1.760 2.115 -1.588
C -2.679 0.891 -1.367
N -2.655 0.628 0.060
C -3.618 0.679 0.883
C -5.074 0.796 0.553
C -3.198 0.695 2.337
C -4.082 0.726 3.402
C -3.552 0.825 4.681
C -2.181 0.914 4.860
C -1.363 0.889 3.738
N -1.885 0.771 2.528
H 1.848 1.020 5.082
H 0.416 0.252 5.735
H 0.498 2.027 5.668
H 2.553 0.930 1.749
H 2.729 1.384 3.424
H 3.276 3.261 1.957
H 1.915 3.646 3.014
H 0.442 3.449 1.255
H 1.991 1.784 -0.130
H 2.585 3.334 -0.715
H 0.879 2.579 -2.199
H 0.198 3.946 -1.294
H -0.808 2.373 0.159
H -1.483 2.170 -2.642
H -2.318 3.021 -1.333
H -2.258 0.015 -1.857
H -3.669 1.098 -1.781
H -5.256 0.606 -0.502
H -5.412 1.810 0.788
H -5.651 0.083 1.143
H -5.150 0.690 3.247
H -4.212 0.844 5.539
H -1.763 0.998 5.853
C 5.346 -1.679 -2.449
C 5.315 -2.922 -3.336
S 3.823 -3.072 -4.284
O 3.967 -4.202 -5.179
O 3.506 -1.783 -4.871
C 2.601 -3.442 -3.071
C 1.216 -3.587 -3.733
N 0.186 -3.245 -2.755
C -0.260 -1.995 -2.481
N -1.062 -1.983 -1.430
C -1.107 -3.262 -0.965
C -0.374 -4.058 -1.782
N -0.265 -5.481 -1.736
O 0.177 -6.056 -2.733
O -0.646 -6.039 -0.738
C 0.135 -0.785 -3.256
H 6.348 -1.536 -2.044
H 4.655 -1.762 -1.609
H 5.075 -0.797 -3.029
H 5.387 -3.849 -2.763
H 6.093 -2.914 -4.101
H 2.597 -2.625 -2.340
H 2.899 -4.366 -2.571
H 1.063 -4.609 -4.049
H 1.108 -2.938 -4.598
H -1.653 -3.545 -0.080
H 1.124 -0.884 -3.703
H 0.154 0.061 -2.570
H -0.583 -0.581 -4.057
B -4.369 4.428 0.825
C -2.890 3.976 1.217
N -1.815 3.631 1.464
H -4.448 5.638 0.907
H -4.586 4.052 -0.316
H -5.147 3.896 1.600
Se -0.674 -2.242 2.459
Sb 1.752 -2.518 1.768
Se 1.992 -0.990 -0.285
Se 2.274 -4.777 1.032
Se 3.174 -1.717 3.589

Values from the calculation:
**Maximum force**: 0.0473 Eh/bohr
**HOMO-LUMO gap**: 5.51 eV
**Highest occupied orbital energy**: -1.66 eV
**LUMO energy**: 3.849 eV
**ΔE to the lowest compared entry with this formula, charge and spin**: 0.000 eV
**Electronic energy**: -12678.53388 Ha
**Net charge**: -2

In the natural (NBO) picture, each atom carries the following charge in e: atom 1 (Ca): 1.70, atom 2 (C): -0.70, atom 3 (C): 0.33, atom 4 (N): -0.47, atom 5 (C): -0.29, atom 6 (C): -0.21, atom 7 (N): -0.66, atom 8 (C): -0.25, atom 9 (C): -0.22, atom 10 (N): -0.75, atom 11 (C): -0.22, atom 12 (C): -0.26, atom 13 (N): -0.52, atom 14 (C): 0.36, atom 15 (C): -0.71, atom 16 (C): 0.17, atom 17 (C): -0.23, atom 18 (C): -0.16, atom 19 (C): -0.22, atom 20 (C): 0.21, atom 21 (N): -0.46, atom 22 (H): 0.25, atom 23 (H): 0.24, atom 24 (H): 0.21, atom 25 (H): 0.26, atom 26 (H): 0.20, atom 27 (H): 0.18, atom 28 (H): 0.18, atom 29 (H): 0.39, atom 30 (H): 0.22, atom 31 (H): 0.18, atom 32 (H): 0.19, atom 33 (H): 0.18, atom 34 (H): 0.41, atom 35 (H): 0.19, atom 36 (H): 0.21, atom 37 (H): 0.24, atom 38 (H): 0.18, atom 39 (H): 0.22, atom 40 (H): 0.28, atom 41 (H): 0.22, atom 42 (H): 0.22, atom 43 (H): 0.21, atom 44 (H): 0.22, atom 45 (C): -0.63, atom 46 (C): -0.66, atom 47 (S): 2.18, atom 48 (O): -0.97, atom 49 (O): -0.98, atom 50 (C): -0.73, atom 51 (C): -0.22, atom 52 (N): -0.34, atom 53 (C): 0.45, atom 54 (N): -0.54, atom 55 (C): 0.01, atom 56 (C): 0.12, atom 57 (N): 0.53, atom 58 (O): -0.46, atom 59 (O): -0.34, atom 60 (C): -0.67, atom 61 (H): 0.21, atom 62 (H): 0.26, atom 63 (H): 0.23, atom 64 (H): 0.24, atom 65 (H): 0.23, atom 66 (H): 0.31, atom 67 (H): 0.27, atom 68 (H): 0.26, atom 69 (H): 0.22, atom 70 (H): 0.26, atom 71 (H): 0.25, atom 72 (H): 0.25, atom 73 (H): 0.21, atom 74 (B): -0.57, atom 75 (C): 0.26, atom 76 (N): -0.59, atom 77 (H): -0.01, atom 78 (H): -0.03, atom 79 (H): -0.03, atom 80 (Se): -1.01, atom 81 (Sb): 1.09, atom 82 (Se): -1.08, atom 83 (Se): -0.85, atom 84 (Se): -0.88


Formula: C24H39BN5O8PSe2SiW
Source: the OMol25 dataset
Level of theory: the ωB97M-V functional and the def2-TZVPD basis

Positions of all 82 atoms, in Å:
W -0.239 0.305 -0.105
C -2.112 -0.198 -3.601
Se -2.369 0.608 -1.851
C -2.519 2.481 -2.387
C -1.193 3.191 -2.521
Se -0.177 2.971 -0.876
C 1.588 3.332 -1.571
H -3.049 -0.011 -4.122
H -1.981 -1.265 -3.454
H -1.264 0.239 -4.116
H -3.167 2.954 -1.652
H -3.048 2.460 -3.340
H -1.344 4.262 -2.657
H -0.597 2.797 -3.341
H 1.596 4.386 -1.843
H 1.789 2.701 -2.427
H 2.300 3.155 -0.770
C -4.221 1.334 0.683
C -3.059 1.784 1.511
C -3.311 2.435 2.710
C -2.273 2.788 3.561
C -0.972 2.454 3.237
C -0.774 1.831 2.014
N -1.774 1.564 1.151
N 0.398 1.355 1.457
Si 1.983 1.523 2.397
C 1.822 0.405 3.873
C 3.467 1.054 1.388
C 2.087 3.353 2.782
H -4.421 2.007 -0.153
H -5.114 1.331 1.304
H -4.071 0.336 0.282
H -4.336 2.651 2.976
H -2.486 3.298 4.491
H -0.152 2.658 3.905
H 1.464 -0.578 3.558
H 1.170 0.788 4.659
H 2.811 0.255 4.312
H 3.613 -0.016 1.262
H 4.316 1.411 1.982
H 3.530 1.541 0.416
H 1.889 3.583 3.830
H 1.400 3.954 2.180
H 3.099 3.702 2.570
O 2.396 -2.480 1.545
C 1.958 -1.740 0.707
O 0.800 -1.098 0.924
C 2.589 -1.558 -0.635
C 3.407 -2.550 -1.153
C 3.788 -2.462 -2.478
C 3.307 -1.489 -3.326
C 2.480 -0.510 -2.796
C 2.201 -0.487 -1.432
O 1.523 0.519 -0.820
N 1.777 0.365 -3.732
O 0.730 0.878 -3.336
O 2.223 0.498 -4.838
N 4.687 -3.501 -3.036
O 5.146 -4.296 -2.249
O 4.893 -3.458 -4.226
H 3.720 -3.387 -0.542
H 3.540 -1.515 -4.382
B -0.430 -3.813 -2.495
C -0.318 -2.388 -1.903
N -0.271 -1.318 -1.454
H 0.266 -4.505 -1.787
H -0.023 -3.741 -3.627
H -1.608 -4.088 -2.421
C -0.833 -3.520 1.372
P -1.928 -2.129 1.555
C -3.564 -2.683 1.108
C -1.894 -1.568 3.248
O -1.642 -0.883 0.648
H -1.255 -4.332 1.970
H 0.171 -3.295 1.727
H -0.797 -3.847 0.329
H -3.841 -3.537 1.728
H -3.557 -2.998 0.063
H -4.295 -1.889 1.251
H -2.155 -2.389 3.917
H -2.605 -0.752 3.387
H -0.886 -1.224 3.487

Values from the calculation:
**Maximum force**: 0.0275 Eh/bohr
**HOMO-LUMO gap (spin up / spin down)**: 6.55 / 6.55 eV
**Highest occupied orbital energy (spin up / spin down)**: -14.67 / -14.67 eV
**LUMO energy (spin up / spin down)**: -8.122 / -8.123 eV
**ΔE to the lowest compared entry with this formula, charge and spin**: 0.379 eV
**Electronic energy**: -7338.71879 Ha
**Net charge**: +2

In the Mulliken picture, each atom carries the following charge in e: atom 1 (W): 0.77, atom 2 (C): -1.20, atom 3 (Se): 0.56, atom 4 (C): -1.02, atom 5 (C): -0.83, atom 6 (Se): 0.60, atom 7 (C): -0.77, atom 8 (H): 0.55, atom 9 (H): 0.29, atom 10 (H): 0.29, atom 11 (H): 0.39, atom 12 (H): 0.67, atom 13 (H): 0.64, atom 14 (H): 0.34, atom 15 (H): 0.60, atom 16 (H): 0.13, atom 17 (H): 0.10, atom 18 (C): -1.43, atom 19 (C): 0.42, atom 20 (C): -0.78, atom 21 (C): -1.18, atom 22 (C): -0.65, atom 23 (C): 1.18, atom 24 (N): 0.31, atom 25 (N): 0.99, atom 26 (Si): 0.61, atom 27 (C): -1.02, atom 28 (C): -0.79, atom 29 (C): -1.34, atom 30 (H): 0.21, atom 31 (H): 0.55, atom 32 (H): 0.16, atom 33 (H): 0.58, atom 34 (H): 0.52, atom 35 (H): 0.48, atom 36 (H): 0.09, atom 37 (H): 0.37, atom 38 (H): 0.53, atom 39 (H): 0.15, atom 40 (H): 0.63, atom 41 (H): 0.14, atom 42 (H): 0.42, atom 43 (H): 0.35, atom 44 (H): 0.52, atom 45 (O): -0.59, atom 46 (C): -0.05, atom 47 (O): -0.53, atom 48 (C): 1.77, atom 49 (C): -0.82, atom 50 (C): -0.68, atom 51 (C): -0.56, atom 52 (C): -0.21, atom 53 (C): -1.62, atom 54 (O): 0.23, atom 55 (N): 0.79, atom 56 (O): -0.48, atom 57 (O): -0.59, atom 58 (N): 1.03, atom 59 (O): -0.59, atom 60 (O): -0.59, atom 61 (H): 0.68, atom 62 (H): 0.71, atom 63 (B): 0.95, atom 64 (C): -1.21, atom 65 (N): -0.09, atom 66 (H): -0.04, atom 67 (H): -0.07, atom 68 (H): -0.10, atom 69 (C): -0.99, atom 70 (P): 1.36, atom 71 (C): -1.23, atom 72 (C): -0.91, atom 73 (O): -0.81, atom 74 (H): 0.59, atom 75 (H): 0.18, atom 76 (H): 0.20, atom 77 (H): 0.53, atom 78 (H): 0.35, atom 79 (H): 0.37, atom 80 (H): 0.52, atom 81 (H): 0.24, atom 82 (H): 0.15


Formula: C24H39CrF3O2P
Source: the OMol25 dataset
Level of theory: the ωB97M-V functional and the def2-TZVPD basis

Positions of all 70 atoms, in Å:
Cr 0.075 -0.687 0.185
C 0.208 -2.861 0.916
C 1.211 -2.624 -0.060
C 2.051 -1.568 0.414
C 1.562 -1.175 1.697
C 0.415 -1.977 1.992
C -0.375 -1.967 3.262
C 2.220 -0.222 2.641
C 3.309 -1.070 -0.226
C 1.433 -3.464 -1.283
C -0.841 -3.926 0.881
H -0.160 -2.875 3.834
H -1.444 -1.913 3.068
H -0.114 -1.109 3.882
H 2.841 -0.779 3.349
H 1.486 0.356 3.203
H 2.855 0.487 2.112
H 3.413 0.010 -0.116
H 3.332 -1.293 -1.291
H 4.187 -1.538 0.229
H 1.700 -4.482 -0.989
H 2.251 -3.080 -1.889
H 0.551 -3.534 -1.921
H -0.534 -4.762 1.515
H -0.999 -4.317 -0.123
H -1.799 -3.562 1.255
F -3.645 1.699 -0.385
C -3.998 0.506 0.125
F -4.951 0.719 1.024
F -4.533 -0.210 -0.881
C -2.772 -0.219 0.728
O -2.771 -0.486 1.906
O -1.876 -0.428 -0.178
C 0.479 3.018 3.810
C -0.135 3.274 2.429
C 0.540 4.494 1.783
C -1.643 3.529 2.567
C 0.073 2.113 1.546
C 0.253 1.187 0.771
H 0.332 3.897 4.443
H 1.551 2.824 3.734
H 0.007 2.161 4.295
H 0.387 5.374 2.413
H 0.114 4.695 0.799
H 1.613 4.335 1.664
H -1.813 4.375 3.238
H -2.158 2.654 2.970
H -2.085 3.762 1.597
C 1.423 0.171 -4.597
C 1.516 -0.300 -3.146
P -0.034 -0.245 -2.176
C -1.157 -1.326 -3.164
C -1.909 -2.438 -2.434
C -0.668 1.429 -2.496
C 0.301 2.567 -2.175
H 2.365 -0.004 -5.119
H 1.208 1.239 -4.661
H 0.642 -0.353 -5.151
H 2.252 0.291 -2.597
H 1.862 -1.335 -3.096
H -0.528 -1.761 -3.945
H -1.863 -0.672 -3.680
H -1.270 -2.953 -1.718
H -2.269 -3.178 -3.152
H -2.758 -2.047 -1.881
H -1.582 1.510 -1.904
H -0.958 1.458 -3.550
H 0.669 2.501 -1.153
H -0.206 3.527 -2.285
H 1.160 2.574 -2.851

Values from the calculation:
**Maximum force**: 0.0153 Eh/bohr
**2S+1**: 2
**HOMO-LUMO gap (spin up / spin down)**: 8.18 / 8.41 eV
**Highest occupied orbital energy (spin up / spin down)**: -8.27 / -8.02 eV
**LUMO energy (spin up / spin down)**: -0.088 / 0.382 eV
**ΔE to the lowest compared entry with this formula, charge and spin**: 0.371 eV
**Electronic energy**: -2773.79323 Ha
**Net charge**: 0

In the natural (NBO) picture, each atom carries the following charge in e: atom 1 (Cr): 0.87, atom 2 (C): -0.07, atom 3 (C): -0.10, atom 4 (C): -0.04, atom 5 (C): -0.08, atom 6 (C): -0.06, atom 7 (C): -0.64, atom 8 (C): -0.63, atom 9 (C): -0.64, atom 10 (C): -0.63, atom 11 (C): -0.63, atom 12 (H): 0.22, atom 13 (H): 0.26, atom 14 (H): 0.22, atom 15 (H): 0.22, atom 16 (H): 0.23, atom 17 (H): 0.23, atom 18 (H): 0.23, atom 19 (H): 0.21, atom 20 (H): 0.22, atom 21 (H): 0.23, atom 22 (H): 0.22, atom 23 (H): 0.22, atom 24 (H): 0.23, atom 25 (H): 0.22, atom 26 (H): 0.24, atom 27 (F): -0.32, atom 28 (C): 0.89, atom 29 (F): -0.31, atom 30 (F): -0.33, atom 31 (C): 0.71, atom 32 (O): -0.60, atom 33 (O): -0.75, atom 34 (C): -0.59, atom 35 (C): -0.15, atom 36 (C): -0.58, atom 37 (C): -0.59, atom 38 (C): -0.03, atom 39 (C): -0.40, atom 40 (H): 0.21, atom 41 (H): 0.21, atom 42 (H): 0.21, atom 43 (H): 0.20, atom 44 (H): 0.21, atom 45 (H): 0.21, atom 46 (H): 0.20, atom 47 (H): 0.22, atom 48 (H): 0.22, atom 49 (C): -0.61, atom 50 (C): -0.73, atom 51 (P): 1.09, atom 52 (C): -0.72, atom 53 (C): -0.59, atom 54 (C): -0.72, atom 55 (C): -0.62, atom 56 (H): 0.22, atom 57 (H): 0.21, atom 58 (H): 0.21, atom 59 (H): 0.24, atom 60 (H): 0.23, atom 61 (H): 0.22, atom 62 (H): 0.24, atom 63 (H): 0.19, atom 64 (H): 0.21, atom 65 (H): 0.23, atom 66 (H): 0.26, atom 67 (H): 0.22, atom 68 (H): 0.24, atom 69 (H): 0.22, atom 70 (H): 0.19